{"formula": "C15H35BrFeN2O4", "method": "ωB97M-V/def2-TZVPD", "e_homo_ev": [-11.1, -11.1], "multiplicity": 6, "total_charge": 1, "energy_ev": -131715.0394, "species": ["Fe", "Br", "C", "C", "C", "C", "C", "C", "N", "O", "C", "C", "C", "H", "H", "H", "H", "H", "H", "H", "H", "H", "H", "H", "H", "H", "H", "H", "H", "H", "H", "C", "C", "C", "O", "C", "N", "H", "H", "H", "H", "H", "H", "H", "H", "H", "H", "H", "C", "C", "O", "O", "H", "H", "H", "H", "H", "H"], "positions_angstrom": [[1.821, -0.075, -1.542], [3.606, -0.035, -3.529], [-1.861, 1.828, 1.097], [-0.958, 1.107, 2.174], [-1.756, 0.885, 3.489], [-2.713, -0.358, 3.394], [-1.876, -1.567, 2.962], [-1.180, -1.434, 1.593], [-0.402, -0.154, 1.562], [0.278, 0.089, 0.283], [-2.309, -1.608, 0.478], [-0.286, -2.671, 1.511], [0.057, 2.178, 2.672], [-2.375, 1.113, 0.455], [-1.246, 2.495, 0.492], [-2.675, 2.380, 1.566], [-2.403, 1.753, 3.618], [-1.209, 0.776, 4.426], [-3.455, -0.090, 2.643], [-3.321, -0.548, 4.279], [-2.581, -2.397, 2.904], [-1.121, -1.763, 3.723], [-2.763, -2.591, 0.602], [-1.941, -1.539, -0.545], [-3.064, -0.831, 0.602], [0.585, -2.427, 2.119], [0.122, -2.797, 0.508], [-0.741, -3.594, 1.872], [0.543, 1.752, 3.550], [-0.388, 3.097, 3.054], [0.838, 2.377, 1.939], [-1.185, -1.003, -4.429], [0.024, -0.332, -3.798], [-0.222, 1.151, -3.348], [0.790, 1.518, -2.400], [1.067, 2.943, -2.131], [0.397, -1.101, -2.641], [-1.094, -2.077, -4.587], [-1.474, -0.495, -5.349], [-2.050, -0.932, -3.770], [0.832, -0.399, -4.526], [-1.201, 1.167, -2.870], [-0.203, 1.836, -4.195], [1.467, 3.128, -1.134], [0.085, 3.416, -2.116], [1.702, 3.235, -2.967], [0.417, -2.049, -2.989], [-0.466, -1.249, -2.138], [3.909, -1.100, 0.032], [3.500, 0.228, 0.700], [3.077, 1.158, -0.282], [2.847, -1.746, -0.691], [4.363, -1.889, 0.633], [4.648, -0.780, -0.703], [4.351, 0.596, 1.273], [2.744, -0.017, 1.447], [3.291, 2.032, 0.052], [3.159, -2.592, -1.022]]}